The following is a DFT calculation (ωB97M-V/def2-TZVPD) of a structure of composition C6H6O.

Output
* orbital gap: 9.80 eV
* molar mass: 94.113 g mol⁻¹

Geometry as ORCA input:
```
! wB97M-V def2-TZVPD RIJCOSX def2/J DEFGRID3
* xyz 0 1
C -0.3461 -2.6378 -0.6815
C -0.0448 -1.5031 -0.4170
C 0.3288 -0.1200 -0.1753
C 1.6252 0.1718 0.4005
C -0.1053 0.6134 1.1690
O -0.7004 1.6685 0.4406
C -0.5140 1.0047 -0.8215
H -0.5924 -3.6525 -0.9094
H 1.8397 1.2340 0.1729
H 0.7382 0.9207 1.8231
H -0.7763 0.0028 1.7780
H -1.4707 0.6666 -1.2339
H 0.0181 1.6309 -1.5453
*
```